1:
Molecular formula: C14H16
Method: DFT, wB97M-V/def2-TZVPD

Kohn-Sham gap (Eh): 0.3662
SMILES string: Cc1ccccc1.Cc1ccccc1
HOMO energy (eV): -9.07

The geometry in XYZ format:
```
30
C14H16 | the OMol25 dataset | wB97M-V/def2-TZVPD
C 1.90386 -1.11130 -4.62709
C 0.74938 -1.47106 -1.00300
C 1.42705 -2.61231 -0.60548
C 0.89949 -0.98248 -2.29884
C 1.69635 -1.63384 -3.22739
C 2.22873 -3.25718 -1.53691
C 2.33919 -2.81117 -2.83594
H -0.03259 -0.97992 -0.44465
H 1.44490 -2.87946 0.44122
H 0.43557 -0.04316 -2.55636
H 2.69233 -4.18097 -1.21774
H 2.20902 -0.06684 -4.70012
H 0.98778 -1.19724 -5.19870
H 2.94378 -3.39408 -3.51694
H 2.66412 -1.70312 -5.13728
C -2.77348 1.55662 0.31900
C -0.70688 2.29175 4.01708
C -2.09034 2.49133 3.91847
C -0.03237 1.76316 2.94644
C -2.73594 2.27548 2.72298
C -0.67316 1.59622 1.71022
C -2.02980 1.80182 1.61592
H -0.25339 2.62478 4.94503
H -2.55728 2.85831 4.82206
H 1.00068 1.44776 3.02447
H -3.80478 2.41327 2.67998
H -0.06332 1.38734 0.83982
H -3.08131 2.44790 -0.23485
H -3.64016 0.93807 0.53870
H -2.14867 0.99536 -0.36378
```

Here are the Löwdin charges for atoms 1 to 4, given in e: number 1, C, carries -0.0544; number 2, C, carries -0.0898; number 3, C, carries -0.0932; number 4, C, carries -0.0583


2:
Molecular formula: C14H16
Method: DFT, wB97M-V/def2-TZVPD

Kohn-Sham gap (Eh): 0.3500
SMILES string: Cc1ccccc1.Cc1ccccc1
HOMO energy (eV): -8.64

The geometry in XYZ format:
```
30
C14H16 | the OMol25 dataset | wB97M-V/def2-TZVPD
C 1.18255 -0.69226 2.88834
C -1.14036 -1.53674 0.06601
C -2.18212 -2.16360 0.84742
C 0.03497 -1.06706 0.79854
C -0.01196 -1.15351 2.17785
C -2.02236 -2.62201 2.13204
C -1.02408 -1.86768 2.80883
H -1.31865 -1.49004 -0.95671
H -3.09807 -2.53040 0.37623
H 0.86145 -0.69493 0.19391
H -2.61247 -3.34785 2.66165
H 1.01870 0.39756 2.92821
H 2.05421 -0.87391 2.29577
H -1.00808 -1.86382 3.92633
H 1.43014 -1.18034 3.84876
C 0.09087 2.22502 0.24570
C 0.97468 0.76482 -3.62995
C 2.02177 1.48202 -3.01933
C -0.36890 0.67683 -3.17446
C 1.73691 1.87015 -1.65339
C -0.59468 1.31901 -1.94021
C 0.44226 1.75263 -1.15075
H 1.05688 0.07993 -4.55770
H 2.89809 1.49819 -3.55970
H -1.17181 0.41238 -3.69609
H 2.50921 2.01138 -0.95979
H -1.60585 1.56707 -1.62664
H 0.76435 1.82191 1.00342
H -0.97823 1.87973 0.57314
H 0.06057 3.32551 0.15256
```

Here are the Löwdin charges for atoms 1 to 4, given in e: number 1, C, carries -0.0678; number 2, C, carries -0.0256; number 3, C, carries -0.1111; number 4, C, carries -0.0443


The structure with the greatest stability is 1.


1:
Molecular formula: C14H16
Method: DFT, wB97M-V/def2-TZVPD

Kohn-Sham gap (Eh): 0.3610
SMILES string: Cc1ccccc1.Cc1ccccc1
HOMO energy (eV): -8.94

The geometry in XYZ format:
```
30
C14H16 | the OMol25 dataset | wB97M-V/def2-TZVPD
C 3.81455 -0.13124 -0.40646
C 0.71148 -0.15015 -2.62372
C 1.66528 -0.56125 -1.67613
C 0.57594 1.18986 -2.89343
C 2.62440 0.29026 -1.16185
C 1.52119 2.08792 -2.38890
C 2.56182 1.63806 -1.61838
H -0.05121 -0.83942 -2.97699
H 1.65054 -1.60506 -1.37340
H -0.14142 1.48638 -3.64695
H 1.47639 3.15764 -2.53397
H 4.06725 -1.18879 -0.32885
H 3.98208 0.34540 0.56387
H 3.44771 2.20192 -1.32633
H 4.68395 0.32810 -0.93279
C -2.26760 -2.20826 -0.01417
C -0.85965 -0.91278 1.59806
C -2.17137 -1.22429 1.16941
C -0.63816 -0.04914 2.64087
C -1.71224 0.75489 3.03554
C -3.25998 -0.60648 1.74632
C -2.99247 0.42119 2.67111
H -0.03467 -1.43730 1.11900
H 0.38452 0.07651 2.99247
H -3.11727 -2.00175 -0.67051
H -2.36355 -3.21926 0.37314
H -1.64889 1.53086 3.79412
H -4.20605 -0.71643 1.22733
H -3.77207 0.81748 3.32749
H -1.34227 -2.12308 -0.58054
```

Here are the Löwdin charges for atoms 1 to 4, given in e: number 1, C, carries -0.0720; number 2, C, carries -0.0931; number 3, C, carries -0.0645; number 4, C, carries -0.1000


2:
Molecular formula: C14H16
Method: DFT, wB97M-V/def2-TZVPD

Kohn-Sham gap (Eh): 0.3551
SMILES string: Cc1ccccc1.Cc1ccccc1
HOMO energy (eV): -8.71

The geometry in XYZ format:
```
30
C14H16 | the OMol25 dataset | wB97M-V/def2-TZVPD
C 0.85674 2.53944 -0.76428
C 1.63923 1.10736 1.25461
C 1.73066 1.58079 -0.07696
C 2.32030 -0.10010 1.62649
C 2.74141 1.00495 -0.93742
C 3.13523 -0.70654 0.72142
C 3.42933 -0.07316 -0.46437
H 0.87752 1.51962 1.95949
H 2.23024 -0.34806 2.76398
H 1.43625 3.51499 -0.66474
H -0.20001 2.58748 -0.46420
H 3.11169 1.49702 -1.77882
H 3.59882 -1.68572 0.88542
H 4.17643 -0.43764 -1.18628
H 0.77466 2.42677 -1.78933
C -2.51751 1.14598 -0.35552
C -1.65812 -2.98764 0.32459
C -2.73156 -2.30715 0.98913
C -0.95217 -2.28615 -0.62471
C -2.97285 -0.96537 0.77653
C -1.26024 -0.92240 -0.99318
C -2.23395 -0.26993 -0.24810
H -1.39621 -3.99894 0.46715
H -3.57766 -2.92325 1.53854
H -0.23300 -2.85129 -1.21288
H -3.76134 -0.45117 1.34625
H -0.62597 -0.57004 -1.86631
H -3.55113 1.45421 -0.49904
H -2.14857 1.77669 -1.28206
H -2.23821 1.72924 0.55462
```

Here are the Löwdin charges for atoms 1 to 4, given in e: number 1, C, carries -0.0731; number 2, C, carries -0.0400; number 3, C, carries -0.2709; number 4, C, carries -0.1001


3:
Molecular formula: C14H16
Method: DFT, wB97M-V/def2-TZVPD

Kohn-Sham gap (Eh): 0.3428
SMILES string: Cc1ccccc1.Cc1ccccc1
HOMO energy (eV): -8.38

The geometry in XYZ format:
```
30
C14H16 | the OMol25 dataset | wB97M-V/def2-TZVPD
C 2.14709 -2.42630 0.69797
C -0.24836 -1.44997 1.16927
C 0.82009 -1.82337 0.35450
C -1.52519 -1.32231 0.65545
C 0.60881 -1.57441 -1.01742
C -1.71735 -1.36073 -0.72144
C -0.61339 -1.27787 -1.53719
H -0.01693 -1.52797 2.19536
H -2.38405 -0.96739 1.12238
H 2.97567 -2.05333 0.03344
H 2.00290 -3.46746 0.40912
H 1.49240 -1.59701 -1.72465
H -2.67778 -1.53221 -1.13851
H -0.81737 -1.25985 -2.58777
H 2.48634 -2.36309 1.73938
C 1.95215 1.39842 0.42271
C -2.20151 2.17188 -0.33976
C -1.75602 1.81104 0.89557
C -1.25896 2.23074 -1.33664
C -0.37151 1.36212 1.12841
C 0.12391 2.02643 -1.14632
C 0.51283 1.56602 0.11014
H -3.27684 2.43828 -0.38278
H -2.58689 1.83745 1.67002
H -1.64079 2.40285 -2.33626
H -0.09493 0.85680 2.00483
H 0.90069 2.01121 -1.90161
H 2.64211 1.97379 -0.27529
H 2.29391 0.25516 0.35300
H 2.22898 1.66107 1.48410
```

Here are the Löwdin charges for atoms 1 to 4, given in e: number 1, C, carries -0.0655; number 2, C, carries -0.0780; number 3, C, carries -0.3007; number 4, C, carries -0.0854


The structure with the greatest stability is 1.


1:
Molecular formula: C18H43ClN6O4
Method: DFT, wB97M-V/def2-TZVPD

Kohn-Sham gap (Eh): 0.3146
HOMO energy (eV): -17.82
Net charge: +4

The geometry in XYZ format:
```
72
C18H43ClN6O4 | the OMol25 dataset | wB97M-V/def2-TZVPD
C 2.81227 5.07039 -2.12750
C 1.58400 4.27529 -2.64308
O 1.48694 4.01501 -3.82693
N 0.53840 3.77496 -1.65038
H 0.37881 4.52717 -0.99554
H -0.30057 3.61976 -2.19088
C 1.00540 2.53353 -0.85873
H 2.93026 4.72378 -1.10084
H 2.45402 6.09280 -2.00739
H 3.63242 5.06794 -2.84544
H 0.83600 1.73923 -1.58571
H 0.30883 2.34323 -0.04223
H 2.04206 2.62718 -0.53521
C -1.82523 3.23211 6.58729
C -1.71351 3.58037 5.04848
O -2.13581 4.65918 4.61426
N -0.85360 2.64180 4.19055
H -0.18072 3.20877 3.69469
H -0.39908 1.92858 4.74266
C -1.73913 1.88885 3.24237
H -0.94182 3.55173 7.14005
H -2.25756 2.24302 6.73855
H -2.66725 3.76185 7.03278
H -2.27087 2.68147 2.71597
H -2.53339 1.37536 3.78419
H -1.01222 1.39412 2.59821
C -4.64436 3.23267 -0.76855
C -5.36581 2.32762 -1.81905
O -6.55058 2.52632 -2.02822
N -4.61100 1.12089 -2.33683
H -4.82047 1.04938 -3.32228
H -3.69960 1.53330 -2.47602
C -4.61877 -0.16289 -1.45738
H -4.19810 2.68240 0.05979
H -5.38820 3.93424 -0.39093
H -3.82579 3.82536 -1.17693
H -5.38378 -0.79400 -1.90966
H -4.76413 0.06567 -0.40158
H -3.66430 -0.66003 -1.63038
C -1.00418 -3.62944 -0.29783
C -1.70465 -4.75020 0.49697
O -2.36578 -4.51551 1.50048
N -1.28461 -6.17374 0.04774
H -1.36678 -6.22936 -0.95738
H -0.28510 -6.26731 0.15873
C -2.05079 -7.30340 0.80366
H -0.49842 -3.77779 -1.25193
H -0.16435 -3.23330 0.27301
H -1.68046 -2.79682 -0.49143
H -1.81934 -7.22089 1.86561
H -1.96586 -8.31877 0.41649
H -3.08623 -6.98051 0.69548
C 1.78310 -1.17030 -1.52188
C 2.45668 -2.53357 -1.84851
N 3.81995 -2.46753 -1.30616
C 4.43162 -3.39385 -0.65114
C 5.77981 -3.06999 -0.37639
N 5.97330 -1.86024 -1.00706
C 4.76823 -1.51482 -1.62008
C 7.18705 -0.94234 -1.00245
H 2.07310 -0.36620 -2.19820
H 1.95206 -0.70344 -0.55152
H 0.69715 -1.25743 -1.55683
H 2.59847 -2.81507 -2.89194
H 1.89826 -3.31810 -1.33784
H 3.89465 -4.29185 -0.38344
H 6.65246 -3.56197 0.02715
H 4.71438 -0.59863 -2.18938
H 7.95223 -1.41866 -0.38950
H 6.87438 -0.00997 -0.53231
H 7.55562 -0.81358 -2.02014
Cl -1.42992 0.06594 0.03574
```

Here are the Löwdin charges for atoms 1 to 4, given in e: number 1, C, carries 0.0518; number 2, C, carries -0.3496; number 3, O, carries 0.1703; number 4, N, carries 0.1051


2:
Molecular formula: C18H43ClN6O4
Method: DFT, wB97M-V/def2-TZVPD

Kohn-Sham gap (Eh): 0.2316
HOMO energy (eV): -14.45
Net charge: +4

The geometry in XYZ format:
```
72
C18H43ClN6O4 | the OMol25 dataset | wB97M-V/def2-TZVPD
C 5.21087 3.13730 -5.23778
C 3.99843 2.39080 -5.62738
O 3.00701 3.04889 -5.97146
N 4.09413 0.86775 -5.46564
H 4.01235 0.23959 -6.25230
H 5.02871 0.69601 -5.12335
C 3.16852 0.39038 -4.35090
H 5.18374 3.83726 -6.07290
H 6.13258 2.55561 -5.22340
H 5.19627 3.83934 -4.40410
H 2.16344 0.76045 -4.55331
H 3.61622 0.68234 -3.40094
H 2.98509 -0.67930 -4.24974
C 5.05665 3.01073 2.20483
C 6.21879 2.25113 2.84947
O 6.75156 2.65653 3.92084
N 6.51252 0.92783 2.27224
H 6.33144 0.80443 1.28630
H 7.49163 0.68129 2.24661
C 5.85653 -0.09736 3.16005
H 4.23030 2.33354 1.98881
H 5.31377 3.52219 1.27725
H 4.71880 3.75341 2.92759
H 6.21744 -0.10327 4.18855
H 5.89986 -1.03128 2.59968
H 4.79007 0.12703 3.18018
C -0.95822 5.41077 3.74843
C -2.29665 4.91996 3.02533
O -2.65554 5.41705 1.91061
N -2.95751 3.76640 3.80046
H -2.47486 3.64984 4.67997
H -3.89749 4.01551 4.07336
C -2.92130 2.43042 3.00673
H -0.40008 6.20964 3.26020
H -0.29771 4.55204 3.62840
H -1.19379 5.75226 4.75640
H -3.33784 2.69267 2.03420
H -3.57329 1.62408 3.34264
H -1.89777 2.13912 2.77090
C 0.07075 -2.78144 4.59235
C -0.66268 -3.76726 5.55134
O -1.33890 -4.71595 5.18794
N -0.59478 -3.53180 7.03924
H -0.53777 -2.55085 7.27289
H -1.43315 -4.00168 7.34975
C 0.58720 -4.32227 7.52469
H 1.11089 -3.00918 4.35925
H -0.00919 -1.76710 4.98328
H -0.52357 -2.74273 3.67946
H 1.51090 -4.05600 7.01090
H 0.38035 -5.38847 7.43232
H 0.65128 -4.23853 8.60958
C -6.78711 -3.29082 -7.02626
C -6.49118 -3.89125 -5.68936
N -5.79015 -2.90755 -4.86941
C -6.38062 -2.01989 -4.05063
C -5.37860 -1.32778 -3.42687
N -4.12221 -1.78722 -3.88277
C -4.42692 -2.72114 -4.85982
C -2.84801 -1.17202 -3.63137
H -7.39806 -3.91558 -7.67782
H -5.96594 -2.99412 -7.67875
H -7.48018 -2.46492 -6.86613
H -5.94596 -4.82590 -5.82071
H -7.37451 -4.23346 -5.15017
H -7.45305 -2.04972 -3.92653
H -5.35474 -0.51274 -2.71866
H -3.79987 -3.33906 -5.48543
H -2.86112 -0.08749 -3.73959
H -2.05691 -1.71189 -4.15177
H -2.72942 -1.32313 -2.55843
Cl 1.10832 0.26630 0.41040
```

Here are the Löwdin charges for atoms 1 to 4, given in e: number 1, C, carries 0.0224; number 2, C, carries -0.3402; number 3, O, carries 0.1607; number 4, N, carries 0.1115


The structure with the greatest stability is 2.


1:
Molecular formula: H3NOPS
Method: DFT, wB97M-V/def2-TZVPD

Kohn-Sham gap (alpha / beta) (Eh): 0.2689 / 0.2689
HOMO energy (alpha / beta) (eV): -3.07 / -3.07
Net charge: -1

The geometry in XYZ format:
```
7
H3NOPS | the OMol25 dataset | wB97M-V/def2-TZVPD
N 0.84051 -1.22749 -0.02245
O 1.23491 -0.25980 0.66066
P -1.25438 1.11598 0.31954
S -1.72884 -0.60701 -0.64613
H 1.17983 -1.06338 -1.02102
H -0.07763 1.36733 -0.50410
H -0.19441 0.67437 1.21350
```

Here are the Löwdin charges for atoms 1 to 4, given in e: number 1, N, carries -0.1804; number 2, O, carries -0.3536; number 3, P, carries 0.0977; number 4, S, carries -0.2350


2:
Molecular formula: H3NOPS
Method: DFT, wB97M-V/def2-TZVPD

Kohn-Sham gap (alpha / beta) (Eh): 0.1707 / 0.1707
HOMO energy (alpha / beta) (eV): -2.02 / -2.02
Net charge: -1

The geometry in XYZ format:
```
7
H3NOPS | the OMol25 dataset | wB97M-V/def2-TZVPD
N -1.17054 -0.01734 -0.15095
O 2.45437 0.63353 -0.35489
P 1.95083 -0.68256 0.11614
S -2.90030 -0.18195 0.02183
H -0.90658 -0.28469 -1.09545
H -0.91050 0.95340 -0.00436
H 1.48273 -0.42038 1.46768
```

Here are the Löwdin charges for atoms 1 to 4, given in e: number 1, N, carries -0.6463; number 2, O, carries -0.6550; number 3, P, carries 0.6680; number 4, S, carries -0.1019


The structure with the greatest stability is 2.